[1]
The following is a DFT calculation (ωB97M-V/def2-TZVPD) of a structure of composition C18H27BCl2N6O2Ru.

Its molar mass is 542.24 g mol⁻¹. The HOMO energy (spin up / spin down) is -11.654 / -11.510 eV. As for the charge: +1. As for the spin multiplicity: 2. As for the total energy: -60440.6481 eV. For the gap between HOMO and LUMO (spin up / spin down), the calculation gives 9.3 / 7.2 eV.

Each line ends with the natural charge from an NBO analysis.
Atoms and positions in Å:
C -1.211460 -1.286472 2.281687  0.205
N -0.625274 -0.628212 1.267843  -0.288
H 0.134026 2.515137 3.670722  0.237
C -0.129001 0.468156 3.108354  0.254
H -2.704076 -2.709719 2.842750  0.240
C -2.078716 1.502114 -3.112411  -0.653
H -3.145334 1.577763 -2.895644  0.233
C -0.191656 3.287143 -0.501327  0.241
H 0.166499 1.361356 5.008262  0.241
H -1.837476 0.461224 -3.324972  0.230
H 1.510785 2.118904 1.463809  -0.009
H -4.932043 -0.042214 0.359131  0.247
H 1.851691 -3.385976 -1.445031  0.227
H 1.555002 1.505659 3.925355  0.239
N 1.386882 -0.701512 -0.623736  -0.260
C -0.661288 -2.633944 -1.557338  0.653
H 3.811480 2.411968 0.315863  0.233
N 1.866067 0.354574 0.092495  -0.318
O -0.705929 -1.985325 -2.613435  -0.610
C -0.927026 -0.614621 3.462996  -0.339
O -0.668402 -3.920337 -1.432032  -0.467
H -1.329861 4.234621 -2.134680  0.241
H -1.235356 -3.409286 2.175019  0.252
C -1.265657 2.021835 -1.975606  0.211
H 3.881838 1.419936 1.770835  0.233
Cl -3.266473 1.553587 0.773168  0.036
H -1.237347 -0.886554 4.457321  0.244
H -3.622356 -0.672947 1.415386  0.235
Ru -0.650741 -0.872323 -0.720729  0.815
C 0.466501 1.523000 3.975843  -0.651
N -0.655911 1.215203 -1.108935  -0.365
C 0.407495 4.396383 0.294264  -0.650
C 3.206148 0.377605 0.022014  0.242
C -1.934640 -2.576434 2.083565  -0.667
H 4.612800 -0.976228 -1.003502  0.239
Cl -3.160953 -0.902152 -0.885955  0.087
C 4.040702 1.414983 0.692637  -0.649
C 3.604814 -0.695532 -0.751199  -0.337
H 0.101941 4.346308 1.339522  0.230
C -0.709757 -4.691134 -2.668045  -0.273
H 3.345405 -2.907929 -2.238410  0.242
C -0.994059 3.346534 -1.627076  -0.345
C -3.865419 -0.070752 0.549150  -0.380
H 1.799902 -2.380082 -2.908099  0.240
H 5.091567 1.210748 0.501890  0.240
C 2.436512 -1.349853 -1.138665  0.204
H -1.510231 -4.324619 -3.304747  0.208
C 2.342036 -2.574380 -1.983363  -0.660
H -1.883453 2.087310 -4.009744  0.243
H -2.385308 -2.644532 1.094121  0.224
H -0.885757 -5.715426 -2.362277  0.217
H 1.496668 4.361165 0.263128  0.234
N 0.006856 1.989437 -0.210623  -0.329
B 0.906068 1.310078 0.834104  0.514
H 0.084608 5.352277 -0.111149  0.240
H 0.247447 -4.596830 -3.175759  0.203
N 0.049232 0.430342 1.783235  -0.304

Cartesian forces, eV/Å:
-0.012 -0.019 -0.025
-0.125 -0.016 -0.025
0.002 0.001 0.003
0.011 -0.003 0.013
-0.003 0.020 -0.008
0.010 0.010 0.012
-0.003 -0.009 0.006
0.014 0.006 -0.042
-0.002 -0.002 0.000
-0.005 -0.006 -0.004
0.000 -0.003 0.000
0.005 -0.030 -0.013
-0.008 -0.010 0.002
0.001 -0.002 -0.001
-0.006 -0.030 -0.019
0.019 0.019 -0.014
0.001 -0.001 0.000
-0.057 0.025 -0.018
-0.019 -0.001 -0.002
0.005 0.014 0.020
-0.039 -0.025 0.018
-0.003 -0.001 0.002
-0.007 -0.004 -0.005
0.022 -0.031 -0.037
0.000 -0.004 0.000
0.015 0.002 -0.013
-0.005 -0.003 -0.002
0.000 0.005 -0.006
0.128 0.000 0.012
-0.008 0.000 -0.012
0.020 0.029 0.062
0.008 -0.005 0.001
0.047 -0.021 0.036
0.049 -0.008 0.019
0.000 0.009 -0.005
0.052 0.022 -0.008
-0.007 0.001 0.002
-0.013 0.002 -0.014
0.001 0.000 0.000
0.034 0.011 -0.019
-0.004 0.003 -0.010
-0.030 0.019 0.034
-0.086 0.019 0.074
-0.002 -0.006 0.000
0.001 0.005 0.000
-0.012 0.009 -0.001
-0.012 -0.004 0.010
0.009 0.011 0.014
0.004 -0.006 -0.003
-0.002 -0.008 0.000
-0.002 0.002 0.007
0.001 0.003 0.003
-0.018 -0.007 -0.013
0.028 0.005 -0.009
-0.001 0.000 0.000
-0.007 0.001 -0.006
0.010 0.012 -0.018

---

[2]
The following is a DFT calculation (ωB97M-V/def2-TZVPD) of a structure of composition C22H64N2O20PY in a non-equilibrium geometry.

Its molar mass is 796.63 g mol⁻¹. The HOMO energy (spin up / spin down) is -11.305 / -11.305 eV. As for the charge: +1. As for the spin multiplicity: 2. As for the total energy: -78107.3415 eV. For the gap between HOMO and LUMO (spin up / spin down), the calculation gives 9.0 / 3.3 eV.

Each line ends with the Mulliken spin population.
Atoms and positions in Å:
O -4.418631 2.930486 -1.296118  0.000
H -1.990313 0.592425 -1.477831  0.000
H -4.561594 5.735815 -1.211219  0.000
H 4.756071 7.945955 -5.153261  0.000
H -0.752975 -0.959048 -0.922077  0.000
H 1.292891 2.549298 -8.556052  0.000
H 0.783936 7.811307 -3.197867  -0.019
C 2.406653 3.671016 0.204483  0.001
O -0.144645 4.231117 -1.806458  -0.003
O 2.240975 7.713866 -1.059665  0.253
O -2.563135 6.459544 -5.729711  0.000
H -2.461825 7.805944 -7.430371  0.000
C 2.053886 9.033687 -1.381867  0.160
H -1.781123 9.187211 -0.744129  0.002
H 2.332133 6.197774 -3.807867  -0.001
O -3.284927 7.930766 -0.933644  0.003
H 0.319768 1.904688 -3.588244  0.000
H 3.823475 7.821655 -3.116297  0.004
C 0.700225 9.215223 -2.010275  0.113
H -1.909739 9.196405 -3.417359  0.001
C -0.169147 1.056051 -1.637880  0.000
H 1.013882 -0.623838 -1.127731  0.000
H 0.474569 -0.384928 -5.157681  0.000
H 2.363875 4.865795 2.025090  0.000
H 1.538403 4.140051 -1.497622  -0.001
H -1.822687 4.983805 0.166430  0.000
H -5.261313 1.030155 -1.099320  0.000
C -5.014773 5.136943 -2.001214  0.000
C -5.509407 3.795468 -1.406975  0.000
C -1.554570 3.021473 1.959217  0.000
H 1.140164 0.416016 -3.126750  0.000
O 0.887047 5.502883 0.643990  0.006
H -4.030532 9.678412 -2.732128  0.000
C -4.694746 1.744248 -0.501674  0.000
H 3.942196 6.143450 -2.586435  0.006
O -2.540570 4.347445 0.202294  0.000
C -0.583598 -0.167704 -5.012099  0.000
H -1.871475 6.059221 -5.197769  0.000
H 2.135945 9.674037 -0.503620  -0.011
H 0.343948 6.408314 -5.127950  0.001
H -3.541879 5.693783 -3.359596  0.000
H 0.430028 10.268887 -2.080041  0.020
O 2.420607 3.905256 -1.200654  0.001
C 2.192122 5.028616 0.961099  0.000
H -6.805778 6.435073 -1.811324  0.000
H 3.414600 3.388433 0.508259  0.000
H -5.118219 2.042167 0.457500  0.000
H -0.818078 8.105778 -5.470515  0.000
O 0.286176 6.477462 -6.083714  0.000
H -1.275960 3.042522 3.012800  0.000
O -2.037681 10.101761 -3.124839  0.003
Y -2.232932 3.642476 -2.143141  -0.001
C 0.189370 3.445755 -6.934158  0.000
C -1.923677 7.065826 -6.838145  0.001
O 0.796636 6.323976 -2.854587  0.025
H -5.790749 4.034269 -0.381346  0.000
O -1.761238 1.701855 1.492747  0.000
H -0.183582 8.361079 -7.048061  0.000
H -3.186296 11.093883 -1.988994  0.000
C -3.133737 10.030438 -2.222278  0.002
H 0.675411 5.200974 -0.242381  0.003
H -1.479542 2.457765 -8.120035  0.000
C 0.037042 -0.209323 -0.878578  0.000
C -0.555245 7.577943 -6.387250  0.000
H -4.572485 4.654330 -3.950038  0.000
O -0.814030 2.289471 -8.791122  0.000
H 0.070483 8.614243 -1.354265  -0.006
C 5.590969 6.730638 -3.871727  0.001
H -2.697441 7.343710 -1.415130  0.000
H 2.931505 5.735374 0.584392  0.000
H -6.375786 3.456915 -1.975193  0.000
H 1.743312 7.230701 -1.723348  0.006
O 5.643982 7.716726 -4.869253  0.002
O -1.083148 3.338500 -6.207561  0.000
H 6.314294 6.952900 -3.087194  0.000
C 0.364151 2.359843 -8.017865  0.000
H -1.731772 6.322810 -7.612221  0.000
H -2.405926 4.848673 2.272065  0.000
H -6.466427 5.637280 -3.371754  0.000
H -0.908298 0.592502 -5.722562  0.000
O 3.109137 6.348911 -4.351019  0.004
H 1.911972 2.787337 0.607608  0.000
H -1.099767 -1.127726 -5.016559  0.000
H 5.776483 5.711265 -4.210191  0.000
H -1.129542 1.105291 1.900992  0.000
N -4.077151 4.877983 -3.098728  0.000
O 0.749398 8.764178 -3.309378  0.412
C -2.858984 9.302785 -0.857970  -0.001
C 0.179428 0.930840 -3.119183  0.000
P -0.408952 5.494812 -2.708670  0.001
C -6.022873 6.122294 -2.502205  0.000
O -1.126580 4.753943 -3.855209  -0.001
H 0.029127 -0.003654 0.191813  0.000
H -1.409898 1.491543 -0.342054  0.000
N -1.494936 1.462971 -1.348069  0.000
O -1.682934 5.893376 -1.867443  -0.004
H -3.748082 1.239064 -0.310059  0.000
H -3.672517 3.674027 1.860710  0.000
H 2.886290 9.345029 -2.012947  0.023
H 0.313650 4.463864 -7.303088  0.000
O -0.822617 0.172212 -3.694766  0.000
H 0.370436 1.403352 -7.495199  0.000
H -3.403572 9.843967 -0.084251  0.000
C 4.110573 6.817000 -3.426715  -0.007
H -1.124434 3.982213 -5.496552  0.000
H 1.034338 3.514763 -6.249065  0.000
H -5.507584 6.959792 -2.972491  0.000
H -0.583426 3.208180 1.500827  0.000
H 0.548846 1.790664 -1.273295  0.000
C -2.673193 4.027601 1.606850  0.000

Cartesian forces, eV/Å:
0.609 -1.538 -0.299
-0.896 0.010 -0.449
1.022 -0.592 0.131
0.027 -0.238 -0.167
-0.001 -0.120 -0.876
-0.344 -0.109 -0.337
-0.324 -2.156 -0.764
2.003 1.593 0.601
1.889 -0.677 0.564
-0.270 0.914 0.860
-1.015 0.757 -0.223
-0.683 0.375 1.035
3.312 0.175 2.200
0.130 1.106 0.583
-0.034 -0.239 -0.152
-1.576 0.644 0.888
-0.147 0.291 -0.190
0.524 0.334 -0.046
-1.821 1.137 -2.347
0.275 -0.163 -0.543
2.560 -0.094 -1.142
-0.147 -0.385 0.160
0.203 0.072 -0.176
-0.519 0.256 0.129
-0.672 -0.356 -0.201
0.375 0.663 -0.287
-0.581 0.255 0.280
0.284 0.707 0.617
-0.378 2.339 0.310
1.124 -0.155 0.109
0.259 -0.091 -0.369
-0.219 0.490 1.098
-0.119 -0.099 0.278
0.769 0.101 -0.539
0.446 0.176 0.729
-0.478 0.015 0.594
0.073 -1.368 -0.397
0.194 -0.487 0.081
-0.247 -0.240 0.340
0.316 -0.059 -0.133
0.105 0.553 0.162
0.093 0.067 0.474
0.711 -0.704 0.944
-0.424 -1.725 -1.339
0.213 0.032 0.026
0.523 0.102 -0.464
-0.343 -0.187 -0.186
0.304 0.336 0.372
0.158 0.456 -0.303
-0.752 -0.094 0.395
0.280 -1.190 0.100
-0.462 0.096 0.380
0.246 1.167 0.507
1.562 -0.680 -0.998
0.974 1.627 -0.656
-0.642 -0.041 0.025
-1.387 -0.955 -0.059
0.686 -0.576 -0.320
-0.883 0.057 0.207
0.746 1.501 1.216
-0.157 -0.194 -0.260
-0.625 0.056 -0.157
1.064 -0.912 0.926
-1.697 0.417 0.543
-0.298 -0.309 -0.213
0.272 0.467 -0.705
-0.367 -0.017 -0.081
-2.714 0.420 -0.334
0.830 -0.079 -0.188
0.157 -0.016 0.020
0.146 -0.716 -0.069
0.217 -1.634 -0.555
1.386 0.455 -0.883
0.895 -1.131 -1.431
-0.288 0.179 0.188
-1.074 0.266 2.100
0.098 -0.519 -0.007
-0.426 0.596 -0.492
-0.768 0.023 -0.085
-0.211 -0.130 -0.047
1.279 0.521 -0.857
-1.289 0.155 -0.408
-0.189 0.071 -1.320
0.120 -0.014 -0.437
0.020 0.000 0.237
0.613 -0.628 -0.017
-0.049 1.877 0.820
-0.114 -1.508 -2.670
-0.115 0.111 1.251
-4.005 -4.059 2.718
-1.129 -0.592 -1.303
0.445 0.808 -1.780
0.387 0.254 0.215
-0.921 0.621 0.817
-1.263 0.665 -0.124
0.360 2.422 -0.402
0.027 0.360 0.126
0.089 -0.063 -0.345
-0.436 0.367 -0.927
-0.746 -0.029 -0.837
-0.437 0.805 1.171
0.903 -0.255 0.112
0.283 -0.435 0.237
-0.355 -1.781 1.694
0.408 0.332 0.106
0.167 -1.026 0.500
0.054 0.277 0.616
-0.116 1.618 -0.313
-0.089 0.226 0.213
2.024 -1.410 0.200